Entry 1:
An isolated molecule of C6H13ClO2SSi at a distorted geometry, computed with ωB97M-V with the def2-TZVPD basis set.

F_max, hartree/bohr: 0.076
LUMO (spin up / spin down), eV: 0.55 / -2.03
Expectation value of S²: 2.009
Kohn-Sham gap (spin up / spin down), eV: 9.13 / 8.48
Energy above the lowest of the compared OMol25 structures with the same formula, charge and spin, kcal per mole: 0.0

```
! wB97M-V def2-TZVPD RIJCOSX def2/J DEFGRID3
* xyz 0 3
C -1.33 -1.39 -1.78
C -2.25 -0.27 -2.02
C 0.04 -0.85 -1.27
C 2.21 -1.06 1.03
C -0.70 -0.09 1.79
C 1.05 1.84 -0.16
O 2.54 -0.02 -1.80
O 0.94 -0.05 -3.68
Si 0.55 -0.03 0.34
S 1.35 -0.60 -2.44
Cl 1.86 -2.50 -2.87
H -1.85 -2.15 -1.16
H -1.14 -1.97 -2.61
H -1.96 0.31 -2.83
H -2.99 0.16 -1.37
H 2.58 -0.39 1.77
H 1.95 -1.99 1.66
H 3.03 -1.38 0.34
H -0.66 -1.03 2.22
H -0.39 0.57 2.58
H -1.60 0.16 1.42
H 0.83 2.01 -1.33
H 0.54 2.70 0.39
H 2.09 1.84 -0.15
*
```

---

Entry 2:
An isolated molecule of C6H13ClSi at a distorted geometry, computed with ωB97M-V with the def2-TZVPD basis set.

F_max, hartree/bohr: 0.084
LUMO, eV: 1.02
Kohn-Sham gap, eV: 10.52
Energy above the lowest of the compared OMol25 structures with the same formula, charge and spin, kcal per mole: 33.3

```
! wB97M-V def2-TZVPD RIJCOSX def2/J DEFGRID3
* xyz 0 1
C 2.66 -2.00 1.82
C 1.54 -1.80 0.90
C 1.45 -0.76 0.08
Si -0.03 -0.42 -1.05
Cl 0.61 -0.39 -2.96
C -0.87 1.32 -0.63
C -1.60 1.39 0.74
C -2.07 1.49 -1.69
H 2.88 -2.96 2.01
H 2.29 -1.58 2.71
H 3.66 -1.48 1.52
H 0.77 -2.64 1.06
H 2.40 -0.10 0.13
H -1.29 -1.37 -1.04
H 0.00 2.06 -0.73
H -1.99 0.37 1.13
H -0.84 1.95 1.40
H -2.38 2.09 0.65
H -2.93 0.79 -1.68
H -1.82 1.40 -2.71
H -2.45 2.64 -1.66
*
```

---

Entry 3:
A structure of composition C6H13CoF6N4O4S2, computed with ωB97M-V with the def2-TZVPD basis set.

F_max, hartree/bohr: 0.003
LUMO, eV: -9.70
Kohn-Sham gap, eV: 8.39
Energy above the lowest of the compared OMol25 structures with the same formula, charge and spin, kcal per mole: 1.6

```
! wB97M-V def2-TZVPD RIJCOSX def2/J DEFGRID3
* xyz 2 1
Co -0.50 0.54 0.44
N -0.55 -1.33 -0.12
C 0.88 -1.75 -0.26
C 1.56 -0.64 -1.02
N 1.22 0.66 -0.35
C 1.30 1.84 -1.28
C -0.10 2.41 -1.52
N -1.12 1.36 -1.21
H -1.01 -1.87 0.61
H -1.06 -1.52 -0.98
H 0.95 -2.70 -0.79
H 1.29 -1.88 0.74
H 1.19 -0.59 -2.05
H 2.64 -0.76 -1.05
H 1.88 0.78 0.43
H 1.75 1.49 -2.21
H 1.95 2.59 -0.85
H -0.21 2.76 -2.55
H -0.30 3.25 -0.86
H -1.23 0.73 -2.00
H -2.02 1.80 -1.07
F 1.07 -1.71 4.37
C 0.94 -0.42 4.58
F -0.25 -0.13 5.05
F 1.89 0.05 5.34
S 1.09 0.42 2.92
O -0.06 -0.18 2.14
O 2.37 0.13 2.34
N 0.85 1.93 3.15
S -0.43 2.68 2.64
O -1.56 2.73 3.48
O -0.73 2.24 1.22
C 0.26 4.38 2.33
F 1.23 4.27 1.44
F -0.72 5.11 1.84
F 0.71 4.87 3.46
*
```

---

Entry 4:
A structure of composition C6H13CuN2S at a distorted geometry, computed with ωB97M-V with the def2-TZVPD basis set.

F_max, hartree/bohr: 0.078
LUMO (spin up / spin down), eV: 3.09 / 3.08
Expectation value of S²: 0.770
Kohn-Sham gap (spin up / spin down), eV: 3.69 / 5.06

```
! wB97M-V def2-TZVPD RIJCOSX def2/J DEFGRID3
* xyz -1 2
C -0.79 1.30 -3.91
Cu 0.05 0.06 -1.29
N 1.13 -1.59 -2.40
H -0.71 1.20 -0.54
H -0.07 1.42 -3.09
H -1.31 2.24 -4.15
H -1.55 0.53 -3.66
H -0.12 1.18 -4.87
H 0.88 -2.53 -2.06
H 2.16 -1.53 -2.37
H 0.90 -1.60 -3.40
S -1.28 -1.17 0.18
C -0.60 -0.56 1.53
N 0.53 -1.12 2.05
C 1.12 -0.63 3.18
C 0.56 0.47 3.84
C -0.60 1.05 3.33
C -1.18 0.54 2.17
H 0.97 -1.95 1.57
H 2.02 -1.09 3.57
H 1.02 0.86 4.73
H -1.04 1.91 3.83
H -2.08 1.00 1.78
*
```

---

Entry 5:
A structure of composition C6H13F6N4O4S2Sr, computed with ωB97M-V with the def2-TZVPD basis set.

F_max, hartree/bohr: 0.004
LUMO, eV: -3.02
Kohn-Sham gap, eV: 10.93
Energy above the lowest of the compared OMol25 structures with the same formula, charge and spin, kcal per mole: 7.6

```
! wB97M-V def2-TZVPD RIJCOSX def2/J DEFGRID3
* xyz 1 1
Sr 0.03 -0.03 -0.40
N -2.25 1.29 -0.21
C -1.73 2.61 0.20
C -0.94 3.27 -0.93
N 0.23 2.48 -1.37
C 1.53 3.04 -0.93
C 1.76 2.88 0.56
N 1.79 1.45 0.95
H -2.91 1.41 -0.97
H -2.76 0.86 0.55
H -1.10 2.47 1.08
H -2.53 3.30 0.50
H -0.63 4.27 -0.60
H -1.61 3.41 -1.78
H 0.24 2.47 -2.38
H 1.60 4.10 -1.19
H 2.31 2.52 -1.48
H 0.96 3.36 1.12
H 2.68 3.39 0.83
H 1.71 1.37 1.95
H 2.70 1.06 0.72
F -2.70 -2.96 0.34
C -1.96 -3.54 1.28
F -2.68 -3.68 2.38
F -1.53 -4.72 0.87
S -0.50 -2.46 1.73
O -1.03 -1.10 1.59
O -0.06 -2.89 3.01
N 0.66 -2.60 0.65
S 0.68 -2.92 -0.88
O 1.52 -1.89 -1.49
O -0.61 -3.09 -1.48
C 1.62 -4.50 -1.03
F 2.82 -4.35 -0.51
F 0.96 -5.45 -0.38
F 1.72 -4.81 -2.31
*
```

---

Entry 6:
The ion C6H13FN with charge +1 at a distorted geometry, computed with ωB97M-V with the def2-TZVPD basis set.

F_max, hartree/bohr: 0.067
LUMO, eV: -3.38
Kohn-Sham gap, eV: 9.80
Energy above the lowest of the compared OMol25 structures with the same formula, charge and spin, kcal per mole: 12.1

```
! wB97M-V def2-TZVPD RIJCOSX def2/J DEFGRID3
* xyz 1 1
C -1.22 2.84 0.58
C -1.33 1.38 0.40
C -0.40 0.64 -0.18
F 0.67 1.34 -0.65
C -0.13 -0.84 -0.14
C -0.96 -1.73 -1.09
N 1.33 -1.21 -0.39
C 2.10 -0.90 0.87
H -0.95 3.47 -0.31
H -2.28 3.21 0.76
H -0.29 3.03 1.22
H -2.14 0.76 0.72
H -0.38 -1.03 0.90
H -0.42 -2.14 -1.99
H -1.48 -2.56 -0.61
H -1.88 -1.15 -1.62
H 1.68 -0.61 -1.20
H 1.26 -2.29 -0.62
H 2.51 -1.81 1.27
H 2.88 -0.18 0.51
H 1.44 -0.22 1.57
*
```

---

Entry 7:
The ion C6H13FN5 with charge +1 at a distorted geometry, computed with ωB97M-V with the def2-TZVPD basis set.

F_max, hartree/bohr: 0.095
LUMO, eV: -4.12
Kohn-Sham gap, eV: 9.33
Energy above the lowest of the compared OMol25 structures with the same formula, charge and spin, kcal per mole: 18.4

```
! wB97M-V def2-TZVPD RIJCOSX def2/J DEFGRID3
* xyz 1 1
C -2.70 -0.57 0.96
C -1.92 0.00 -0.22
C -2.15 1.53 -0.37
C -0.48 -0.23 -0.01
N 0.18 -0.10 1.09
C 1.48 -0.53 1.11
N 1.99 -0.70 2.34
N 2.31 -0.71 0.09
C 1.83 -0.49 -1.28
N 2.23 0.84 -1.60
N 0.41 -0.85 -1.22
F -0.11 -0.67 -2.46
H -2.66 -1.60 0.78
H -3.67 -0.19 0.85
H -2.28 -0.29 1.91
H -2.19 -0.56 -1.22
H -3.21 1.73 -0.57
H -1.81 1.99 -1.29
H -1.71 2.01 0.53
H 1.45 -0.49 3.32
H 3.00 -0.79 2.43
H 3.32 -0.90 0.36
H 2.29 -1.10 -1.95
H 2.30 1.11 -2.65
H 2.09 1.57 -0.96
*
```

---

Entry 8:
A cluster of 2 separate species, C6H13FSi in total at a distorted geometry, computed with ωB97M-V with the def2-TZVPD basis set.

F_max, hartree/bohr: 0.083
LUMO, eV: 0.59
Kohn-Sham gap, eV: 10.36
Energy above the lowest of the compared OMol25 structures with the same formula, charge and spin, kcal per mole: 74.9

```
! wB97M-V def2-TZVPD RIJCOSX def2/J DEFGRID3
* xyz 0 1
C 1.81 -2.41 -1.25
C 0.92 -1.41 -1.15
Si 0.71 -0.42 0.44
F 2.01 -0.79 1.47
C 0.75 1.54 0.02
C 0.31 2.53 1.02
H 1.73 -2.96 -2.19
H 2.69 -2.65 -0.72
H 0.12 -1.26 -1.86
H -0.24 -0.36 1.61
H 1.78 1.84 -0.19
H 0.14 1.74 -0.89
H 0.26 3.62 0.86
H -0.73 2.45 1.28
H 0.84 2.48 1.99
C -3.39 -1.34 -0.91
C -2.88 -2.13 -1.83
H -4.05 -0.57 -1.19
H -3.40 -1.65 0.11
H -2.08 -2.94 -1.69
H -2.92 -1.92 -2.99
*
```

---

Question: What is the F_max in the seventh record?
Answer: 0.095 hartree/bohr

---

Question: The lowest F_max belongs to which entry?
Answer: C6H13CoF6N4O4S2

---

Question: Which of these has the highest F_max?
Answer: C6H13FN5

---

Question: Which value of F_max does entry 6 give?
Answer: 0.067 hartree/bohr